[1]
DFT (ωB97M-V with the def2-TZVPD basis set) results for a structure of composition C5H6O2 in a non-equilibrium geometry.

**DFT total energy**: -344.325474 Ha
**HOMO energy**: -0.3525 Ha
**Net charge**: 0
**F_max**: 6.37 eV/Å
**Lowest unoccupied orbital energy**: 0.009 Eh
**Gap between HOMO and LUMO**: 9.826 eV
**Energy relative to the best compared isomer or geometry (same formula, charge and spin)**: 7.5222 eV

Each line ends with the Löwdin charge.
Geometry (Å):
C: 0.589 -1.457 -1.132  -0.0764
C: 0.840 -0.151 -0.067  -0.1873
C: 1.074 0.613 1.016  -0.0387
C: 0.059 1.154 -0.003  -0.1864
C: -1.544 0.858 0.052  -0.2855
H: -0.329 -2.209 -0.425  0.1729
H: 1.787 -1.965 -1.347  0.1192
H: 0.206 -1.030 -2.264  0.1123
H: 1.421 0.665 2.155  0.1535
H: 0.436 1.896 -0.660  0.0929
H: -0.531 0.516 1.981  0.1856
O: -1.428 0.118 1.347  -0.1195
O: -2.581 0.991 -0.653  0.0576

***

[2]
DFT (ωB97M-V with the def2-TZVPD basis set) results for a structure of composition C27H32BF2N3O3SeSiV.

**DFT total energy**: -5297.244706 Ha
**HOMO energy (alpha / beta)**: -0.5012 / -0.5012 Ha
**⟨S²⟩**: 0.765
**Net charge**: +2
**F_max**: 0.82 eV/Å
**Lowest unoccupied orbital energy (alpha / beta)**: -0.265 / -0.264 Eh
**Gap between HOMO and LUMO (alpha / beta)**: 6.424 / 6.463 eV
**Energy relative to the best compared isomer or geometry (same formula, charge and spin)**: 0.4460 eV
**Spin multiplicity**: 2

Each line ends with the Löwdin charge.
Geometry (Å):
V: 1.150 -0.172 0.274  0.9273
F: 3.400 -1.443 -1.231  0.2111
B: 2.086 -1.505 -1.107  -0.5708
F: 1.414 -2.375 -1.821  0.2328
Se: 2.356 -0.010 3.325  1.2415
N: 1.748 -1.059 1.959  -0.3309
C: 1.580 -2.298 2.423  -0.3135
C: 1.071 -3.408 1.701  -0.0015
C: 0.968 -4.595 2.355  -0.0022
C: 1.349 -4.763 3.728  -0.0245
C: 1.824 -3.727 4.454  0.0192
C: 1.944 -2.452 3.816  -0.3414
N: 2.360 -1.365 4.432  -0.1846
H: 0.761 -3.305 0.671  0.0981
H: 0.579 -5.455 1.824  0.1278
H: 1.241 -5.741 4.177  0.1246
H: 2.112 -3.816 5.492  0.1334
O: 2.090 3.445 0.019  0.1489
C: 2.745 2.446 -0.128  -0.5124
O: 2.365 1.231 0.198  -0.1667
C: 4.131 2.502 -0.770  -0.1339
N: 4.489 3.965 -0.883  0.1077
C: 4.932 4.230 -2.304  -0.0753
C: 4.095 3.237 -3.088  -0.1288
C: 4.147 1.977 -2.222  -0.0892
H: 4.858 2.000 -0.136  0.1719
H: 5.185 4.252 -0.196  0.1934
H: 3.616 4.475 -0.667  0.1665
H: 5.995 4.001 -2.359  0.1441
H: 4.770 5.279 -2.537  0.1431
H: 4.494 3.075 -4.086  0.1360
H: 3.072 3.604 -3.191  0.1223
H: 5.064 1.415 -2.397  0.1359
H: 3.313 1.303 -2.407  0.1193
C: -3.935 0.724 1.782  -0.0676
C: -2.473 0.259 1.699  -0.6005
C: -2.252 -0.902 2.677  -0.0653
C: -1.551 1.429 2.054  -0.0706
Si: -2.087 -0.338 -0.044  0.6765
O: -0.407 -0.801 0.101  -0.3505
C: -1.927 1.059 -1.275  -0.2022
C: -0.703 1.425 -1.833  -0.1001
C: -0.582 2.494 -2.709  -0.0682
C: -1.707 3.228 -3.050  -0.0539
C: -2.942 2.878 -2.520  -0.0464
C: -3.048 1.807 -1.647  -0.0682
C: -2.973 -1.849 -0.628  -0.2241
C: -4.363 -1.846 -0.783  -0.0850
C: -5.031 -2.977 -1.225  -0.0589
C: -4.318 -4.131 -1.521  -0.0565
C: -2.938 -4.149 -1.381  -0.0644
C: -2.271 -3.017 -0.939  -0.0854
H: -4.146 1.078 2.795  0.0982
H: -4.629 -0.090 1.571  0.0788
H: -4.144 1.551 1.101  0.0778
H: -2.468 -0.570 3.696  0.0980
H: -1.219 -1.265 2.657  0.0622
H: -2.906 -1.747 2.455  0.0922
H: -1.721 1.735 3.090  0.1014
H: -1.715 2.295 1.412  0.0927
H: -0.485 1.163 1.984  0.0419
H: 0.201 0.831 -1.653  0.0637
H: 0.380 2.741 -3.139  0.0985
H: -1.629 4.060 -3.736  0.1154
H: -3.826 3.438 -2.794  0.1187
H: -4.028 1.551 -1.260  0.1042
H: -4.942 -0.956 -0.565  0.0981
H: -6.106 -2.959 -1.341  0.1150
H: -4.839 -5.014 -1.867  0.1149
H: -2.382 -5.045 -1.624  0.1106
H: -1.191 -3.041 -0.854  0.0799

***

[3]
DFT (ωB97M-V with the def2-TZVPD basis set) results for a cluster of 3 separate species, C5H17NO2 in total in a non-equilibrium geometry.

**DFT total energy**: -405.879542 Ha
**HOMO energy**: -0.3433 Ha
**SMILES**: CC(C)CCN.O.O
**Net charge**: 0
**F_max**: 4.12 eV/Å
**Lowest unoccupied orbital energy**: 0.026 Eh
**Gap between HOMO and LUMO**: 10.041 eV
**Energy relative to the best compared isomer or geometry (same formula, charge and spin)**: 1.7117 eV

Each line ends with the Löwdin charge.
Geometry (Å):
C: -1.364 -1.667 -0.981  -0.0806
C: -0.049 -1.073 -0.445  -0.3882
C: 0.886 -2.323 -0.145  -0.0758
C: -0.048 -0.354 0.933  -0.1852
C: 1.276 0.435 1.361  -0.2077
N: 1.731 1.523 0.406  0.0239
H: -1.093 -2.433 -1.737  0.0842
H: -2.076 -2.168 -0.318  0.0843
H: -1.995 -0.981 -1.489  0.0413
H: 0.405 -0.358 -1.147  0.1157
H: 1.122 -2.926 -1.047  0.0844
H: 1.794 -1.980 0.090  0.0013
H: 0.509 -2.961 0.723  0.1137
H: -0.735 0.443 0.821  0.0598
H: -0.219 -1.046 1.736  0.1009
H: 0.996 0.828 2.378  0.1138
H: 2.128 -0.260 1.513  0.1012
H: 2.218 1.156 -0.381  0.0529
H: 1.017 2.112 0.099  -0.0100
O: -0.949 3.299 0.667  -0.1370
H: -1.298 3.363 -0.279  0.0480
H: -1.566 2.578 1.064  0.0779
O: -0.979 1.970 -1.500  -0.0718
H: -0.192 1.634 -0.992  0.0193
H: -1.520 1.189 -1.330  0.0339